C4H9NO | the ωB97M-V functional and the def2-TZVPD basis

Output
energy relative to the best compared isomer or geometry (same formula, charge and spin)	104.1	kcal/mol
E_tot	-7827.806	eV
frontier orbital gap	8.95	eV
net charge	0
max |F|	0.9	eV Å⁻¹
multiplicity	1

```
15
Properties=species:S:1:pos:R:3:forces:R:3
C 1.37570 0.59362 0.98973 0.057 -0.086 0.030
C 1.29519 -0.87489 0.67819 -0.198 -0.113 0.920
N -0.01137 -1.23793 0.41456 0.637 -0.188 -0.069
C -0.19725 -0.61236 -0.92167 0.005 0.165 -0.395
C -1.08812 0.64438 -0.89395 0.136 0.057 -0.354
O -1.84781 0.76039 0.28263 -0.016 -0.235 0.100
H 0.43956 1.16829 1.04892 0.193 -0.146 -0.113
H 1.78672 0.49171 2.00411 -0.003 0.257 0.036
H 2.14223 1.14686 0.43296 -0.060 -0.298 0.061
H 0.82013 -0.37242 -1.27759 -0.444 0.164 -0.431
H -0.10866 -2.24813 0.33945 0.087 0.247 -0.021
H -0.54964 -1.38892 -1.60149 -0.200 0.102 0.130
H -1.76865 0.60483 -1.75144 0.056 0.050 0.062
H -0.44973 1.53054 -1.02192 -0.167 -0.085 0.080
H -1.52491 0.06359 0.87902 -0.082 0.109 -0.036
```
Positions in Å, forces in eV/Å.

***

C4H9NO | the ωB97M-V functional and the def2-TZVPD basis

Output
structure (SMILES)	C1COCCN1
energy relative to the best compared isomer or geometry (same formula, charge and spin)	87.7	kcal/mol
E_tot	-7828.519	eV
frontier orbital gap	9.71	eV
net charge	0
max |F|	3.3	eV Å⁻¹
multiplicity	1

```
15
Properties=species:S:1:pos:R:3:forces:R:3
C -0.32436 -0.65884 1.09226 -0.231 -0.095 0.188
C -1.42998 0.29957 0.53453 0.398 0.246 -0.026
O -1.09484 0.46906 -0.86362 1.596 1.423 -0.091
C 0.53026 0.84018 -1.01090 -1.749 0.364 0.053
C 1.42313 -0.31659 -0.49485 -0.986 -0.016 -0.191
N 0.33054 -1.21403 -0.09783 -0.266 -0.687 0.065
H 0.34144 -0.11496 1.78195 0.046 -0.261 -0.340
H -0.75472 -1.49665 1.64023 -0.169 0.189 0.161
H -2.43000 -0.15708 0.68508 0.467 0.289 -0.770
H -1.45995 1.29475 0.98317 0.148 -0.096 0.245
H 0.58427 0.98209 -2.08689 -0.094 0.305 0.151
H 0.57467 1.74676 -0.42366 0.159 0.314 -0.196
H 2.12820 -0.03056 0.32449 -0.893 -0.096 -0.364
H 2.06208 -0.80261 -1.25861 -0.589 0.429 0.072
H -0.48075 -0.84107 -0.80535 2.161 -2.307 1.044
```
Positions in Å, forces in eV/Å.

***

C4H9NO | the ωB97M-V functional and the def2-TZVPD basis

Output
energy relative to the best compared isomer or geometry (same formula, charge and spin)	143.5	kcal/mol
E_tot	-7826.098	eV
frontier orbital gap	8.81	eV
net charge	0
max |F|	0.5	eV Å⁻¹
multiplicity	1

```
15
Properties=species:S:1:pos:R:3:forces:R:3
C 0.88062 -1.25723 -0.58967 0.059 0.015 0.027
C -0.17212 -0.17805 -0.67185 0.240 -0.210 -0.351
N -1.47323 -0.64724 -0.27398 -0.065 -0.002 -0.093
C -1.34658 0.56596 0.50914 -0.281 0.220 -0.032
C 0.45582 0.97397 0.61616 0.236 0.297 -0.132
O 0.80478 0.42445 1.83978 -0.181 -0.015 0.178
H 1.85161 -0.90101 -0.95145 -0.144 -0.030 0.058
H 0.98763 -1.59074 0.44539 -0.012 -0.002 -0.151
H 0.55091 -2.10217 -1.20222 0.040 0.113 0.090
H -0.15026 0.42951 -1.57910 -0.031 -0.073 0.160
H -2.11767 -0.51259 -1.05001 0.045 0.011 0.092
H -1.72557 1.42904 -0.08507 0.077 -0.114 0.117
H 0.13387 2.02248 0.63618 0.026 -0.146 0.013
H 1.40456 1.00555 0.05481 -0.164 -0.035 0.001
H -0.05753 0.33437 2.28423 0.157 -0.031 0.024
```
Positions in Å, forces in eV/Å.

***

Please write out number 2 again, unchanged.
C4H9NO | the ωB97M-V functional and the def2-TZVPD basis

Output
structure (SMILES)	C1COCCN1
energy relative to the best compared isomer or geometry (same formula, charge and spin)	87.7	kcal/mol
E_tot	-7828.519	eV
frontier orbital gap	9.71	eV
net charge	0
max |F|	3.3	eV Å⁻¹
multiplicity	1

```
15
Properties=species:S:1:pos:R:3:forces:R:3
C -0.32436 -0.65884 1.09226 -0.231 -0.095 0.188
C -1.42998 0.29957 0.53453 0.398 0.246 -0.026
O -1.09484 0.46906 -0.86362 1.596 1.423 -0.091
C 0.53026 0.84018 -1.01090 -1.749 0.364 0.053
C 1.42313 -0.31659 -0.49485 -0.986 -0.016 -0.191
N 0.33054 -1.21403 -0.09783 -0.266 -0.687 0.065
H 0.34144 -0.11496 1.78195 0.046 -0.261 -0.340
H -0.75472 -1.49665 1.64023 -0.169 0.189 0.161
H -2.43000 -0.15708 0.68508 0.467 0.289 -0.770
H -1.45995 1.29475 0.98317 0.148 -0.096 0.245
H 0.58427 0.98209 -2.08689 -0.094 0.305 0.151
H 0.57467 1.74676 -0.42366 0.159 0.314 -0.196
H 2.12820 -0.03056 0.32449 -0.893 -0.096 -0.364
H 2.06208 -0.80261 -1.25861 -0.589 0.429 0.072
H -0.48075 -0.84107 -0.80535 2.161 -2.307 1.044
```
Positions in Å, forces in eV/Å.

***

- Which value of energy relative to the best compared isomer or geometry (same formula, charge and spin) does entry 3 give?
  143.5 kcal/mol

***

- The lowest max |F| belongs to which entry?
  number 3